The following is a quantum chemistry calculation of a cluster of 17 separate species, C80H211N17O23 in total in a non-equilibrium geometry, from OMol25.

The geometry in ORCA input format:
```
! RIJCOSX wB97M-V def2-TZVPD def2/J DEFGRID3
* xyz 0 1
O -3.7784 -2.9486 5.1636
O 0.2374 6.9973 2.8752
O 4.8020 -6.5973 -1.4924
O -0.3328 -8.3191 -3.1056
O 0.4737 1.6125 1.8301
O -5.3849 -4.9463 1.4052
O 5.7433 1.1168 -2.2854
O -1.9151 -4.9767 -5.3712
O -6.6068 1.8007 5.6922
O -1.6692 2.8582 -5.6384
O 2.7811 -1.7080 -1.9777
O -3.9390 4.4959 6.8783
O -6.2490 -0.6130 -0.1673
O -3.3062 4.3701 0.1248
O 1.4787 2.2532 6.2441
O 4.4438 4.6882 -2.1787
O -8.4905 5.5182 6.8787
O 4.3863 -3.3195 -5.4754
O 2.3238 -1.8085 4.5449
O 0.3895 -0.0173 -7.7835
O -2.0235 -2.4057 -0.2829
O 0.9724 -6.1489 1.9799
O 7.3694 2.0425 -6.2433
N 1.9293 -6.7003 -3.4667
N 0.6846 -2.3711 -5.8366
N -6.0195 6.1077 8.1845
N -1.5412 3.5116 -2.7788
N 1.3581 4.3671 -3.9493
N 6.1279 -0.2175 -0.0261
N -3.8865 0.7076 4.4414
N 1.7603 1.1766 -5.5641
N 3.1714 -1.0481 1.0152
N -2.8256 7.4792 1.7907
N -2.7667 -5.3448 0.5008
N -2.0166 1.7448 7.2917
N 2.1807 3.7473 3.3948
N 1.2958 0.6218 -0.9252
N 2.9919 -7.3353 0.3865
N 7.0442 -0.8324 -6.3555
N -6.9387 0.9409 2.9736
C 2.2661 0.6263 -2.0153
C -2.9944 -4.6258 -0.7178
C -0.4604 1.9224 2.8646
C -3.7433 -0.7038 4.1507
C 6.6012 -2.1231 -5.7554
C 4.9238 -4.1939 -4.5118
C 0.4164 -4.8809 2.3127
C 0.4488 5.6375 3.2007
C 4.8718 4.4524 -0.8482
C 2.1971 -1.5368 3.1334
C -2.9448 5.2684 1.1642
C -0.3542 -3.0537 -5.0774
C 2.3730 -3.0009 -2.4862
C -0.2044 -0.9917 -8.6256
C -5.2321 -0.5249 -1.1061
C -3.1736 6.6700 0.6527
C -3.6462 -1.5546 5.3854
C -6.8530 -0.1916 2.0701
C 3.5689 -1.2671 2.4442
C -9.7820 5.1076 7.2324
C 7.6310 3.3216 -6.7068
C 5.0440 -2.0280 -5.6937
C 0.4033 1.4046 6.7109
C -6.5859 2.3158 7.0106
C -4.4766 -3.9301 1.7790
C -4.5567 6.2186 8.4382
C 1.7101 -7.8603 -4.2412
C -8.1732 6.7882 7.5018
C -0.9533 -1.5550 -0.1428
C -3.3332 2.9962 0.5500
C -1.5258 2.1477 -3.3737
C -3.5790 4.2104 5.5466
C 2.6221 5.8043 1.9775
C -0.6543 2.3786 7.2144
C 1.8028 -0.0905 -7.6694
C 0.9418 1.9419 -0.5277
C 6.9226 -0.6661 -1.1625
C 6.1374 -0.2765 -2.4310
C -7.8374 0.5302 4.0748
C 8.2747 -0.1729 -6.0009
C -3.0805 -4.5615 1.6872
C -2.6506 -0.9215 3.1037
C -1.4614 -9.1758 -2.8153
C 5.1012 -5.3393 -0.9486
C 0.8966 -8.9074 -3.5746
C 8.3948 1.1415 -6.7337
C 1.0211 -1.7878 5.1058
C 2.8134 4.4696 -3.7972
C 2.6949 1.5444 6.1625
C -0.0449 1.9644 0.5734
C -2.2575 6.8567 -0.6053
C 1.6227 -7.8379 0.5555
C -5.9823 0.1824 0.9262
C -1.0799 -4.1162 -6.1066
C 3.7928 1.4098 -6.8456
C -1.4920 -6.2573 -5.1070
C -2.0075 -3.5944 -0.9905
C 3.8090 -8.3117 -0.1979
C -7.9192 1.6266 5.1415
C 2.1802 -0.6402 -2.7690
C -3.7857 5.8765 7.1513
C 1.9299 5.1822 3.2226
C -3.3466 -3.6988 6.2663
C 5.1213 -7.7045 -0.6491
C 0.6895 -6.6777 0.7287
C -2.0993 1.1773 -2.2904
C -1.3417 -1.9824 -4.5887
C 7.1444 -2.2256 -1.0958
C 5.1225 1.5126 -3.5101
C -0.2029 3.1143 8.5409
C 0.3997 7.8892 3.9481
C 4.3279 -0.0830 3.0792
C 2.2645 1.1703 -6.9379
C -6.7238 7.0662 7.3108
C 3.3979 5.4814 -4.7965
C -2.2779 1.9774 -4.7328
C 3.0675 4.8036 -2.3291
C -2.2591 3.0110 -6.9586
C -6.6732 -4.4251 1.2291
C 3.0189 -8.5429 -4.5269
H 0.8245 5.0021 -3.4148
H 1.2818 -7.6156 -5.2153
H 7.9036 -0.1310 -1.1113
H -4.6652 -3.1263 1.0455
H -10.1446 4.5071 6.3707
H -3.1091 1.0140 5.0164
H -1.9208 2.2383 -7.6374
H 2.3973 -0.1924 -8.6069
H -2.1214 1.1680 8.1076
H 1.0943 4.3480 -4.9095
H -3.0059 -5.1678 2.5851
H -1.3139 -6.7364 -6.0460
H 1.4172 8.0123 4.3892
H -0.3883 2.9986 0.6375
H -1.7504 -3.5303 -6.7899
H 4.6367 2.4402 -3.2573
H 4.2140 0.8333 -5.9826
H -4.3089 4.7524 4.8995
H -7.1752 3.2225 7.0782
H 3.3047 0.8448 -1.7894
H -1.8988 5.1750 1.5142
H 3.7846 -7.9658 -5.0366
H -0.6225 -0.9117 -0.9826
H -6.5548 -1.1031 2.5443
H -0.6319 -5.0705 2.5161
H -4.2336 6.8152 0.3775
H 3.6404 -8.7894 -3.6429
H -3.8418 -3.4306 7.2468
H -0.8245 -1.3362 -3.8152
H 1.8838 1.3548 -2.7137
H 4.9842 -3.7320 -3.5223
H -4.3325 7.2308 8.7619
H 4.2322 -5.0294 -4.5249
H -0.0312 5.0974 2.3919
H 8.2709 1.0886 -7.8531
H 6.9780 -2.2826 -4.7777
H -2.9862 -5.3409 -1.5284
H -1.4377 1.3925 2.7181
H 0.8261 -1.3943 -5.5657
H -3.4035 -6.1321 0.4219
H -8.8493 0.2287 3.7429
H -4.4274 -1.1717 6.0991
H 2.6390 0.5828 5.5826
H 3.2836 3.4833 -4.0111
H 1.1596 -6.4710 -2.9320
H -1.7798 -0.4010 3.5115
H 1.8893 1.9698 -7.4944
H 1.0957 -1.7161 6.1632
H -1.9228 -1.5161 -5.4036
H 3.6789 5.5852 2.0382
H 2.5445 6.8968 2.0306
H -4.0264 -4.2753 -0.7288
H -4.1542 6.4403 6.3141
H 2.9521 6.5136 -4.5577
H -1.0481 3.5589 9.1981
H -2.0821 -2.4083 -3.9955
H 3.1956 1.2918 7.1498
H -2.5009 2.3646 0.2768
H -3.6884 3.1373 5.4124
H 4.4821 5.5918 -4.6997
H -1.8360 7.3619 1.8259
H -4.6846 -1.0864 3.7458
H 0.8441 -4.6476 3.2667
H -7.8612 -0.3280 1.6566
H -0.4756 2.0120 -3.5620
H -5.5384 2.4277 7.2195
H 6.8202 -0.3743 -3.3027
H 5.8613 1.6865 -4.2240
H -9.9218 4.5265 8.1244
H -0.2750 -4.5645 -6.6458
H 0.4964 -2.6688 4.7945
H 7.3032 -2.4948 -0.0759
H 6.8622 -2.9945 -6.3816
H 8.6595 3.6484 -6.5134
H -3.4694 5.2094 2.1037
H 1.5676 -2.8871 -5.9805
H 6.2120 -5.0987 -0.8687
H -2.2112 3.6572 -2.0355
H -2.2116 -6.7289 -4.4262
H 2.9358 -3.7967 -2.0162
H 4.7450 -1.3400 -4.9175
H 4.2898 1.0406 -7.7236
H 5.7767 -7.3467 0.1462
H 1.1585 -1.0027 -2.9580
H 5.2365 -0.7710 -2.7651
H 7.4378 3.3365 -7.7969
H 0.0781 0.8441 5.8519
H -2.2545 -3.5338 6.4631
H -6.3727 8.1111 7.5446
H -2.3167 -8.5838 -2.5366
H 4.6622 -5.3039 0.0531
H 4.3547 3.5580 -0.2978
H 6.2186 -2.6462 -1.3341
H -0.8158 3.0034 6.3454
H 4.8135 -1.7943 -6.7241
H 3.3142 2.2093 5.5649
H 0.7735 0.7554 7.5467
H -2.6817 -1.3809 5.8877
H -0.3399 -6.9734 0.5529
H -1.1897 6.7508 -0.3695
H 0.4383 2.4493 -1.3900
H 1.7812 0.0831 -0.0991
H -1.4916 1.2812 -1.4002
H 2.5420 4.0524 -1.7116
H -2.8664 8.4590 1.6051
H 2.6956 -0.5908 -3.7621
H 5.9156 0.7523 -0.1175
H -2.4577 -1.9716 3.0129
H 0.3310 2.4392 9.2219
H -2.7132 6.1209 7.2754
H 9.4230 1.4940 -6.5299
H 2.3568 5.6665 4.0648
H -2.4783 7.7329 -1.1577
H -10.4494 5.9940 7.3726
H -4.1387 2.5289 0.0332
H 0.5836 -4.1165 1.5643
H -4.7903 -3.4643 2.7250
H -8.5240 1.2840 5.9470
H 3.2544 5.1153 -5.8528
H -1.6821 -9.7687 -3.6788
H -0.3021 7.5901 4.7023
H -1.1000 -0.8781 0.7234
H -6.3561 5.1726 8.0514
H 4.6576 -4.5174 -1.5449
H -7.1082 1.6382 7.6657
H 4.8397 -0.3855 4.0516
H -6.0504 1.3306 3.4170
H -6.4729 6.9364 6.2854
H 1.7102 -2.3691 2.6188
H 4.7365 5.3333 -0.2632
H -0.5697 -6.3179 -4.5565
H 2.1857 5.4082 1.0278
H -2.0729 0.1703 -2.7617
H -1.6782 4.1921 -3.4894
H 3.2057 -8.6773 -1.0681
H 1.7978 2.5441 -0.2408
H -1.3170 -0.7835 -8.5431
H 7.9533 -2.6457 -1.7367
H -3.5135 2.9442 1.6197
H 0.7827 0.9096 -5.5665
H -8.7915 7.6686 7.1007
H -0.0342 1.8665 3.8672
H 0.3638 -0.9555 4.6500
H -2.6027 6.0181 -1.2659
H 1.7487 3.4794 4.2371
H 0.0256 -3.6317 -4.2456
H -2.9270 -0.3850 2.1528
H 4.1243 -2.2057 2.5812
H -2.3499 -3.7798 1.7591
H 0.3412 3.9891 8.2250
H -0.0982 -2.1603 0.1216
H -4.3096 -1.1702 -0.8608
H -1.0009 -4.0824 -1.0110
H 0.1161 -0.8635 -9.7242
H 9.1035 -0.8023 -6.2632
H 0.7029 -9.7659 -4.3115
H -4.9640 0.0806 1.3011
H 4.3734 0.7489 -3.8703
H -1.2876 -9.8199 -1.9865
H -4.1781 5.5538 9.2114
H 2.7845 -6.6760 -2.8499
H -2.1174 0.9568 -5.0765
H 4.0443 2.4489 -6.8385
H 1.9469 -0.9515 -6.9991
H -2.7495 2.4653 7.2629
H -0.1009 5.3781 4.1303
H 6.6773 -0.2564 0.8386
H 1.7611 2.0866 -5.1463
H 6.9825 4.0359 -6.1733
H 8.3288 0.1546 -4.9549
H -6.6742 -3.6466 0.5457
H -3.1352 1.5255 -2.0406
H -2.1076 -3.3440 -2.1173
H 3.2951 -7.0682 1.3289
H 3.5410 0.7209 3.1805
H -3.3343 2.9866 -6.9610
H 1.4863 -9.2722 -2.6881
H 4.0287 -9.2497 0.4275
H -8.2263 2.6140 4.7799
H 5.0753 0.1886 2.3441
H -5.7020 -0.7161 -2.1076
H -4.6688 0.6873 5.1250
H 0.9357 -6.0511 -0.1865
H 5.9298 -4.5167 -4.8637
H 1.6138 -0.5974 2.9074
H -4.8530 0.5017 -1.2227
H -8.2964 6.7279 8.5455
H 2.6538 5.8272 -2.0945
H 0.0410 -1.9303 -8.2619
H -3.3142 2.2979 -4.6859
H 1.2843 -3.1656 -2.3254
H 6.2227 -0.2307 -6.1767
H 2.9014 -9.5390 -4.9682
H 3.9684 -0.5736 0.5618
H 0.1170 8.9178 3.6145
H -6.1105 1.2401 0.6435
H 1.5488 -8.5888 1.3979
H -3.3876 -4.7553 6.0549
H -2.6345 4.6591 5.2268
H 5.9321 4.1800 -0.8866
H -7.3062 -5.2505 0.9597
H -7.6004 -0.4591 4.6190
H -7.0243 -4.1369 2.2464
H -0.8070 1.2040 0.3344
H 1.3408 -8.3736 -0.3859
H 5.7394 -8.4576 -1.2053
H 1.7690 3.2671 2.6203
H 2.5482 -2.9779 -3.5639
H -2.0876 4.0750 -7.1149
H -0.6952 2.9922 2.8392
H 3.1698 -1.9488 0.5049
*
```

---

The following is a quantum chemistry calculation of a cluster of 10 separate species, C80H60Cl10O10 in total in a non-equilibrium geometry, from OMol25.

The geometry in ORCA input format:
```
! RIJCOSX wB97M-V def2-TZVPD def2/J DEFGRID3
* xyz 0 1
Cl -7.9237 14.4295 25.7523
Cl -4.8060 13.5618 36.7796
Cl -6.0874 17.2726 32.5797
Cl 0.9741 17.2259 27.5776
Cl -2.7539 16.7287 34.8755
Cl 0.9263 14.6415 31.1845
Cl 0.0070 13.4404 27.5109
Cl -6.9071 11.5060 24.0256
Cl -5.2779 18.6844 29.5405
Cl -0.4423 10.6428 25.4536
O -3.4811 7.4305 32.7554
O -3.9876 12.7490 22.2215
O -4.9032 21.9769 23.8750
O -4.3136 4.1767 24.3450
O -2.4210 15.2247 31.8128
O -3.9610 9.2910 26.1334
O -3.6722 10.4735 29.6663
O 0.5046 14.8022 24.1150
O -9.7201 19.7673 23.1016
O -5.1929 2.9714 30.3704
C -1.5884 11.6348 21.2697
C -6.6352 23.2419 22.1676
C -8.5963 20.2021 23.2404
C -6.4418 6.6109 28.7721
C -4.3779 3.9878 32.3413
C -1.7198 15.2072 23.6712
C -4.1723 6.5030 32.3562
C -4.3546 13.8014 27.3457
C -2.4943 10.5031 32.3006
C -5.8557 18.5415 25.9595
C -5.9423 7.7953 29.3081
C -4.1281 12.7047 28.1106
C -3.3966 15.2245 29.0541
C -2.3414 6.2742 28.5083
C -0.4751 13.1867 22.7981
C -2.7763 17.3521 24.0114
C -3.3585 11.5501 30.1746
C -0.3923 10.9032 21.1629
C -3.5877 6.9628 26.5699
C -2.8568 7.2830 27.6974
C -3.5119 5.0344 34.2837
C -8.4593 11.7971 24.9384
C -1.6412 13.0464 33.1882
C -3.9435 15.0689 36.5080
C -3.6742 15.2085 35.0327
C -2.9002 14.6918 23.2185
C 0.7362 12.5200 22.5578
C -2.1660 12.8774 31.9007
C -4.9461 6.5422 31.0621
C -4.0669 15.4168 23.2178
C -2.6628 11.6495 31.5161
C -1.4542 11.9116 33.9623
C -7.5631 23.8537 21.2785
C -4.6385 6.2593 22.4620
C -3.1974 3.8096 34.8128
C -1.2031 10.9577 27.0505
C -1.6503 12.7089 22.2044
C -2.9652 13.3460 22.5554
C 0.2560 15.7418 29.8658
C -6.1461 5.4178 29.2804
C -5.0687 4.0094 31.0192
C -4.2275 2.7523 32.9312
C -4.0190 5.1494 33.0143
C 0.7853 11.3664 21.7720
C -9.0828 22.0887 21.6644
C -1.9321 10.6660 33.5385
C -3.1952 4.6171 26.9465
C -5.3433 5.3295 30.4081
C -3.0907 14.0643 29.8194
C -3.5624 12.8077 29.3839
C -8.7792 23.3032 21.0314
C -5.2227 7.8042 30.5305
C -4.8162 8.6001 22.0920
C -4.1649 18.5034 30.9641
C -2.5653 4.9341 28.1318
C -4.5791 8.8586 23.4178
C -5.3796 19.5761 25.1306
C -3.9768 8.1333 25.7116
C -5.9542 21.4176 23.6573
C -7.5738 19.5746 24.1144
C -8.1770 21.4089 22.4559
C -4.4003 6.4701 23.8433
C -4.1552 5.3237 24.7292
C -3.5944 2.6443 34.1318
C -6.9487 22.0424 22.7037
C -4.3567 7.7936 24.2889
C -2.4667 14.1781 31.2115
C -0.5084 14.4074 23.6374
C 1.3736 16.1034 28.9375
C -3.9998 16.7927 23.5957
C -3.6441 5.6562 26.1284
C -1.6744 16.5313 24.0518
C -4.8449 7.2824 21.6331
C -4.5427 17.2256 31.6827
C -7.1170 17.9968 25.8432
C -4.0097 15.0621 27.8296
C -8.1679 12.6565 26.1170
C -0.2326 11.7038 27.9489
C -7.9659 18.5616 24.9398
C -6.3070 20.1659 24.2858
H -8.8938 12.5781 26.9774
H -2.1093 11.4612 26.8629
H -2.8126 3.6943 35.8283
H -4.7820 8.6921 30.9811
H -3.8350 16.9151 32.4079
H -5.1203 18.1729 26.6495
H -2.7457 9.5303 31.9527
H -0.7143 16.8524 24.3724
H -4.6633 5.2438 22.0723
H -2.6140 18.3582 24.3293
H -4.1612 15.8972 27.1381
H -9.0204 18.3044 24.8462
H -6.4712 4.4973 28.7903
H -3.1044 14.3624 34.6073
H -0.1688 16.5804 30.3789
H -3.2880 5.9569 34.8084
H -3.6106 1.6492 34.6291
H 2.2122 16.5867 29.4627
H 1.7281 10.8165 21.7359
H -4.8654 13.6959 26.4161
H -7.0105 6.6543 27.8701
H -4.4001 11.7706 27.7889
H -0.5236 15.2557 29.2916
H -5.0038 7.1975 20.5932
H -3.0542 14.9181 37.1472
H -0.2711 10.0467 20.5282
H -3.1768 18.3633 30.5400
H -4.8850 14.8453 22.7056
H -4.5388 9.8838 23.7665
H -0.5970 11.5663 28.9769
H -4.3385 19.3862 31.4986
H -10.0599 21.6506 21.5438
H -1.8636 6.3891 29.4860
H -1.1717 13.9704 33.4495
H -5.0378 9.4758 21.4936
H -4.8653 17.4235 23.5878
H -3.2207 3.6107 26.5764
H -3.0971 16.2202 29.3503
H -9.5695 23.8793 20.5220
H -1.4535 9.9555 27.3339
H -7.5666 17.3201 26.5744
H -8.8249 10.7877 25.2264
H 0.7620 11.3056 27.8394
H -4.3461 19.9057 25.1044
H -4.6239 16.4374 30.9740
H -6.2528 8.7311 28.8380
H -4.6231 15.3060 34.5151
H -4.7385 1.9477 32.4311
H -2.0975 4.1372 28.6948
H -5.6109 23.5811 22.3639
H -1.6384 9.8621 34.2093
H 1.7732 15.1979 28.4682
H -7.1769 12.4239 26.5262
H -7.2252 24.8268 20.9209
H -2.4871 11.2149 20.8569
H -0.9088 12.0177 34.8948
H -9.2228 12.1543 24.2852
H -4.5591 15.8815 36.8061
H -2.8696 8.3334 28.0004
H 1.6414 12.8955 23.0258
*
```

---

What HOMO energy values result from the calculations? In sequence: -8.1, -9.5 eV.
What molar mass values result from the calculations? In sequence: 1779.7, 1535.9 g/mol.